Entry from the Open Molecules 2025 dataset: 7 unconnected molecules or ions with the total composition C19H52N2O10P2S6 (ωB97M-V with the def2-TZVPD basis set).

XYZ file:
```
91
Properties=species:S:1:pos:R:3:mulliken_charge:R:1
C -2.74 -1.80 -3.37 -0.533
C 1.91 6.48 1.56 -0.548
C -3.80 -2.71 -5.66 -0.942
H -3.03 -3.48 -5.59 0.284
H 4.44 6.56 4.19 0.323
H 0.25 -1.46 -4.43 0.282
O -1.86 -0.92 -5.69 -0.590
C 3.65 -4.75 4.63 -0.994
H 2.83 7.33 4.10 0.343
H 1.54 5.53 1.93 0.162
H 1.81 6.51 0.47 0.050
H 1.11 -2.51 -5.60 0.464
H 1.24 0.78 -1.75 0.430
H 3.18 -7.51 5.22 0.389
H -4.68 -3.00 -5.09 0.347
H 1.35 7.31 2.00 0.406
C 3.45 6.51 3.74 -0.925
C -7.05 2.20 4.90 -0.956
H 2.32 -2.65 1.33 0.301
H -6.91 1.61 2.16 0.298
H 2.46 -0.07 -4.23 0.285
H 2.65 1.94 0.50 0.371
H 2.71 -8.13 3.62 0.330
C 3.26 -7.35 4.14 -1.045
H -4.07 -2.53 -6.70 0.352
H -2.05 -2.64 -3.47 0.158
H -1.16 1.82 -0.62 0.290
O 2.81 -5.55 2.27 -0.534
H -3.65 -2.11 -2.86 0.550
H 1.66 -0.15 -0.31 0.217
H 4.30 -7.35 3.82 0.316
H 0.40 5.47 -4.14 0.333
O -2.17 -1.65 -0.05 -0.342
H 1.97 5.51 -4.99 0.394
H 4.25 5.61 -3.73 0.398
H 1.60 3.17 1.19 0.011
C 0.82 -2.38 -4.56 -0.981
O 4.34 5.44 1.48 -0.603
H -8.13 2.33 4.94 0.376
O -0.18 -2.83 -0.78 -0.084
H -1.01 -4.38 1.38 0.440
H -2.26 -0.99 -2.82 -0.089
C 2.36 -3.11 0.34 -0.907
H -3.80 -0.51 -0.48 0.330
O -0.29 -0.34 -1.03 -0.059
H 3.16 -3.85 0.31 0.441
O -5.20 0.50 4.09 -0.583
C 1.68 2.11 0.97 -1.055
C 0.87 0.45 -0.78 -0.589
N -0.54 2.27 0.05 -0.840
H 2.56 -2.37 -0.43 0.195
H 3.37 -3.72 4.45 0.302
H 2.98 5.55 3.96 0.286
O 3.10 -3.55 -3.89 -0.708
H 1.54 4.11 -3.96 0.171
H 4.04 -0.80 -3.87 0.349
C 1.45 5.19 -4.09 -0.886
H -2.45 0.42 0.14 -0.054
N -3.75 -1.72 2.21 -0.595
C 3.79 5.29 -2.80 -0.882
S 2.16 6.01 -2.66 0.500
S 2.29 -2.35 -3.54 0.762
C 0.08 -4.46 1.44 -1.003
H -6.63 2.28 5.90 0.318
S -3.15 -1.17 -5.00 0.434
H 4.66 -4.93 4.28 0.316
S 2.51 -5.78 3.71 0.557
S -6.68 0.55 4.29 0.466
H -6.59 2.94 4.24 0.307
P 0.87 -4.04 -0.15 -0.118
C -3.60 -0.61 1.63 -0.303
H 3.22 -1.19 -5.41 0.406
C 3.08 -0.95 -4.35 -1.135
H 3.56 -4.98 5.70 0.398
C -2.99 -0.52 0.25 0.119
H 3.71 4.20 -2.76 0.235
H 0.43 -3.83 2.25 0.237
H -8.47 0.94 2.75 0.392
S 3.64 6.66 1.96 0.490
H -7.22 -0.14 2.10 0.302
H 0.38 -5.49 1.62 0.333
H 4.38 5.64 -1.95 0.289
H -3.90 0.33 2.09 0.398
H -4.18 -1.55 3.12 0.308
O 1.53 5.40 -1.46 -0.548
O 0.01 -1.32 1.32 -0.948
H 1.65 1.50 1.88 0.320
H 0.23 -3.23 -4.23 0.258
P -0.60 -1.52 0.00 1.275
C 0.57 1.67 0.08 0.901
C -7.39 0.77 2.66 -0.914
```

**E_LUMO**: 0.48 eV

***

Entry from the Open Molecules 2025 dataset: a molecular structure, C19H54N3O17SZn at a distorted geometry (ωB97M-V with the def2-TZVPD basis set).

XYZ file:
```
95
Properties=species:S:1:pos:R:3:mulliken_charge:R:1
H -3.00 0.30 0.19 0.022
H -0.04 3.57 -0.48 -0.139
C 5.37 0.90 -2.36 -0.995
O -2.60 -2.77 0.34 -0.624
H 4.99 -0.56 -0.12 0.384
H 1.39 2.14 1.28 0.165
H -1.96 -1.51 6.07 0.306
O 1.79 3.01 1.13 -0.535
H 1.52 4.98 1.21 0.424
O -1.46 0.73 -0.30 0.233
O -3.88 0.14 0.58 -0.532
H 3.85 3.53 -3.68 0.372
H -3.83 2.75 4.61 0.406
C -0.88 -2.58 4.55 0.692
H -3.81 -2.08 1.92 0.081
O -0.55 -1.54 3.94 -0.415
C -2.54 3.01 -2.72 -0.437
H 0.78 -4.99 0.23 0.410
H -2.24 3.48 -3.66 0.366
H 3.41 3.26 -0.86 0.252
C -2.18 1.30 4.24 0.071
H -2.08 0.55 -2.38 -0.313
H 5.75 1.80 -1.89 0.392
H 3.43 -0.66 -3.50 0.441
O -4.65 2.09 -3.25 -0.688
H 0.30 -0.01 -2.58 0.262
C 0.89 4.10 1.34 -0.639
C -4.45 -1.11 0.17 -0.267
C 3.16 3.05 -1.90 -0.799
C -1.57 -2.51 5.90 -1.306
H -1.70 2.72 -2.10 -0.167
H -0.97 -4.58 4.63 0.243
H -1.45 1.78 2.42 0.289
C 2.96 1.54 -2.13 0.361
H 4.56 1.21 0.07 0.463
N -2.97 0.62 -2.85 0.064
H -0.29 -3.93 3.15 0.259
H 2.68 1.39 -3.17 0.389
H 0.60 -3.24 0.06 0.075
C -3.46 2.06 3.85 -0.548
H -0.78 4.97 0.45 0.358
H 2.82 -4.40 -0.94 0.403
O 1.18 -4.00 1.93 -0.612
S -0.33 -0.09 0.11 1.352
O 3.38 -2.78 0.25 -0.433
O 4.19 3.52 -2.78 -0.562
O 0.25 0.30 -3.51 -0.423
O -4.49 1.23 3.36 -0.572
C -3.87 -2.34 0.86 -0.238
N 4.02 0.52 -1.82 0.453
H 5.37 0.97 -3.44 0.312
H 4.35 -1.59 -2.30 0.369
H -1.61 -1.41 -4.36 0.135
C 0.42 -0.72 -4.48 -0.147
C -0.61 -1.85 -4.37 -0.412
H -4.39 -1.09 -0.92 -0.039
C 3.63 -0.79 -2.44 -0.686
H -2.43 -3.17 5.88 0.419
H -0.82 -2.68 6.67 0.339
H -4.54 -3.20 0.79 0.460
H -3.23 2.74 3.03 0.113
H -2.50 0.37 4.71 -0.016
H -3.06 3.81 -2.19 0.299
H -1.40 2.35 0.30 -0.298
H 3.30 -0.10 -0.04 -0.190
H -0.61 -2.58 -5.18 0.458
H 0.23 -0.27 -5.46 0.384
H 2.26 3.61 -2.17 0.374
C 2.72 -4.05 0.09 -0.402
H -1.94 -2.17 0.73 -0.025
H 2.17 1.24 -1.43 -0.535
H 1.58 -3.16 2.16 0.210
O -0.82 -1.02 1.14 -0.010
Zn 0.35 -0.36 2.68 0.882
H 2.74 -1.18 -1.94 0.104
C 4.29 0.24 -0.34 -0.494
H 6.01 0.04 -2.14 0.491
H -0.42 -2.07 -2.40 0.224
O 0.61 0.66 0.98 -0.761
H -3.62 -0.15 -2.87 0.213
C 1.24 -4.03 0.46 -0.342
H 2.93 -2.31 0.96 0.176
H 3.26 -4.70 0.79 0.315
H -1.66 1.79 5.06 0.350
N -0.78 -3.79 4.04 -0.170
C -3.48 1.86 -2.99 0.530
H -4.37 1.08 2.41 0.311
O -1.29 3.02 1.01 -0.552
O -1.33 1.09 3.11 0.116
H 0.70 4.26 2.41 0.302
O 0.34 -0.70 -1.03 -0.420
H -5.50 -1.13 0.47 0.439
C -0.35 3.97 0.48 0.035
H 1.46 -1.07 -4.52 0.016
O -0.44 -2.62 -3.19 -0.617
```

**Energy above the lowest of the compared OMol25 structures with the same formula, charge and spin**: 0.0000 eV
**E_LUMO**: -4.81 eV
**Charge**: +1

***

Entry from the Open Molecules 2025 dataset: a molecular structure, C19H54O17V at a distorted geometry (ωB97M-V with the def2-TZVPD basis set).

XYZ file:
```
91
Properties=species:S:1:pos:R:3:mulliken_charge:R:1
H 14.10 7.55 -16.34 -0.035
H 12.12 10.61 -13.63 0.160
H 13.42 14.46 -17.72 0.284
H 13.28 13.31 -21.35 0.408
C 8.14 12.14 -13.23 -0.433
O 9.34 6.06 -17.17 -0.416
H 11.78 16.26 -15.14 0.293
H 14.04 11.69 -19.57 0.277
H 16.12 10.96 -15.46 0.248
H 8.89 13.04 -18.63 -0.073
H 11.24 11.37 -21.10 0.400
O 14.09 11.46 -17.84 -1.059
H 8.36 9.99 -18.76 -0.055
O 13.43 5.65 -16.88 -0.307
H 10.90 16.16 -13.67 0.305
H 8.94 5.35 -17.68 0.256
H 11.69 10.31 -19.74 -0.303
O 13.93 15.24 -17.96 -0.560
H 14.51 9.86 -20.07 -0.035
H 15.34 6.28 -16.31 0.456
H 8.09 11.55 -15.09 0.195
O 13.27 8.92 -13.50 -0.590
H 13.79 10.89 -13.10 0.487
H 13.52 10.57 -14.79 -0.111
O 11.32 14.30 -14.45 -0.581
H 9.24 10.16 -21.20 0.334
H 7.64 6.93 -18.01 0.397
O 11.35 7.95 -16.62 -0.386
H 14.86 14.13 -19.45 0.138
C 14.47 6.67 -16.84 -0.354
H 12.80 5.39 -12.71 0.302
O 12.47 6.49 -14.45 0.028
O 9.89 14.65 -17.74 -0.556
C 14.44 10.45 -21.00 -0.454
C 8.37 7.15 -17.24 0.088
H 10.91 14.36 -21.26 0.384
O 9.98 9.72 -20.75 -0.592
H 10.27 11.37 -19.60 -0.350
H 17.57 10.88 -16.51 0.283
H 13.40 8.91 -17.68 0.279
H 14.19 8.72 -13.34 0.249
C 11.82 14.34 -20.65 -0.206
C 10.86 10.75 -20.29 0.548
H 17.21 9.59 -15.34 0.292
O 9.53 9.74 -15.66 -0.721
H 11.78 13.51 -19.94 -0.263
C 11.58 9.20 -16.67 -0.334
C 11.01 15.67 -14.63 -0.732
C 15.13 14.75 -18.59 -0.387
C 16.77 10.30 -16.04 -0.670
O 7.04 10.43 -17.19 -0.489
C 8.70 13.91 -17.98 -0.345
H 15.77 14.22 -17.89 0.174
H 10.00 12.25 -15.99 0.687
O 16.05 9.57 -17.02 -0.537
H 15.45 10.43 -21.41 0.294
V 11.32 5.87 -16.25 1.082
C 13.15 10.33 -13.79 -0.193
O 14.08 11.75 -20.52 -0.447
H 7.98 14.59 -18.43 0.439
C 13.28 5.59 -13.67 -0.822
H 13.46 4.66 -14.20 0.301
H 7.02 11.09 -19.14 0.320
H 15.35 10.12 -17.40 0.295
H 14.20 6.09 -13.35 0.280
O 12.15 13.28 -16.98 -0.521
H 10.60 14.02 -17.56 0.008
H 12.54 7.36 -14.00 0.285
O 7.46 11.65 -14.37 -0.545
H 11.51 13.93 -15.32 0.192
H 8.25 13.54 -17.05 0.259
H 14.76 6.98 -17.85 0.304
H 7.87 7.33 -16.30 0.329
C 10.73 11.54 -16.34 0.044
C 7.31 10.21 -18.56 -0.334
H 10.08 15.77 -15.21 0.242
H 7.49 12.12 -12.36 0.335
H 6.71 9.38 -18.95 0.336
H 11.91 15.26 -20.07 0.294
C 11.93 12.08 -16.95 1.301
H 8.50 13.15 -13.41 0.209
O 12.94 14.20 -21.52 -0.585
H 13.80 4.91 -17.37 0.242
H 7.68 9.90 -16.68 0.292
H 8.90 8.05 -17.55 -0.492
C 12.74 9.65 -17.28 -0.523
H 9.03 11.52 -13.01 0.155
H 15.68 15.64 -18.91 0.334
C 10.54 10.13 -16.19 0.376
C 13.02 11.06 -17.40 0.594
H 13.71 10.04 -21.70 0.305
```

**E_LUMO (alpha / beta)**: -4.86 / -6.09 eV
**Charge**: +1
**Spin multiplicity**: 5

***

Entry from the Open Molecules 2025 dataset: a molecular structure, C19H55K2O12 at a distorted geometry (ωB97M-V with the def2-TZVPD basis set).

XYZ file:
```
88
Properties=species:S:1:pos:R:3:mulliken_charge:R:1
O -15.72 1.08 -5.40 -0.560
C -19.06 2.97 -13.41 -0.774
H -18.19 6.89 -12.46 -0.303
H -16.48 11.68 -8.47 0.407
C -16.85 5.41 -10.28 -0.105
H -17.57 2.01 -5.52 0.412
C -18.15 7.81 -13.05 -0.198
C -17.85 2.08 -13.38 0.158
H -19.28 3.79 -7.61 -0.365
H -17.18 8.29 -12.94 0.204
O -17.67 5.88 -9.29 1.297
H -19.87 2.48 -12.88 0.300
O -17.55 6.49 -14.92 -0.415
C -16.63 11.07 -9.36 -1.395
H -19.44 5.98 -6.92 -0.329
H -22.01 8.00 -10.87 0.335
H -19.37 3.09 -14.45 0.405
C -18.49 7.50 -14.47 -0.465
H -20.07 7.10 -9.89 -0.308
H -16.14 11.54 -10.21 0.334
H -16.89 9.13 -8.48 -0.175
O -17.12 4.23 -10.67 -0.870
H -17.62 6.32 -15.87 0.223
H -20.11 4.61 -9.73 0.135
H -17.24 2.60 -7.95 0.094
C -16.21 9.64 -9.18 0.637
H -13.89 7.34 -11.30 -0.216
H -17.71 11.14 -9.55 0.246
C -12.13 8.52 -11.17 -1.334
H -19.49 7.05 -14.54 0.288
H -15.30 5.36 -7.96 -0.336
O -16.24 9.03 -10.45 -0.430
H -18.87 8.51 -12.61 0.340
H -19.82 9.16 -8.22 0.273
H -20.18 2.33 -7.69 0.346
H -18.83 4.80 -4.80 0.368
H -18.28 5.13 -9.19 -0.710
C -20.88 7.59 -9.34 0.684
H -12.89 4.96 -8.79 0.211
O -17.89 7.38 -6.76 -0.569
C -16.67 1.82 -7.46 -0.331
C -13.21 4.72 -7.77 -0.427
H -11.96 8.81 -12.21 0.351
C -20.22 3.38 -8.00 -0.437
O -19.48 2.69 -10.23 -0.548
K -14.79 2.60 -10.61 0.974
H -12.79 2.84 -8.19 0.293
C -16.58 2.08 -5.98 -0.255
K -15.52 5.17 -13.32 0.967
H -12.70 5.46 -12.07 0.195
H -12.34 4.99 -7.15 0.303
H -15.20 9.56 -8.77 0.235
H -19.57 7.13 -5.65 0.412
H -12.72 9.30 -10.68 0.292
C -12.84 7.20 -11.06 1.115
H -18.88 3.95 -12.97 -0.018
H -16.16 3.07 -5.81 0.037
C -20.45 9.05 -9.11 -1.004
H -19.85 9.42 -9.95 0.124
H -17.55 6.05 -4.51 0.363
C -20.32 3.56 -9.50 -0.246
C -18.16 5.52 -5.25 -0.743
H -15.98 2.38 -14.02 0.264
H -17.08 0.83 -7.69 0.426
O -13.46 3.30 -7.66 -0.462
H -17.60 7.01 -7.60 0.191
O -16.86 2.62 -14.32 -0.532
H -12.75 6.80 -10.05 -0.200
C -18.83 6.52 -6.16 0.242
O -12.22 6.29 -12.00 -0.533
H -18.46 8.35 -15.15 0.402
H -15.64 1.84 -7.86 -0.103
H -14.19 6.54 -7.22 0.513
H -18.64 3.14 -10.38 0.314
H -17.41 2.04 -12.38 -0.123
H -15.93 1.00 -4.47 0.319
H -17.42 4.98 -5.87 -0.208
H -21.03 3.90 -7.49 0.382
H -14.71 5.16 -6.31 0.382
H -16.16 8.06 -10.41 0.128
O -22.11 7.52 -10.04 -0.593
H -11.19 8.52 -10.63 0.369
H -21.32 9.69 -9.01 0.427
C -14.43 5.48 -7.32 -0.438
H -18.11 1.08 -13.72 0.379
H -20.95 7.14 -8.36 0.063
O -15.92 6.11 -10.70 -0.546
H -21.35 3.38 -9.83 0.446
```

**Energy above the lowest of the compared OMol25 structures with the same formula, charge and spin**: 0.0000 eV
**E_LUMO**: -4.41 eV
**Charge**: +1

***

Entry from the Open Molecules 2025 dataset: a molecular structure, C19H55NO8S6Si2 at a distorted geometry (ωB97M-V with the def2-TZVPD basis set).

XYZ file:
```
91
Properties=species:S:1:pos:R:3:mulliken_charge:R:1
H 0.76 -4.60 -4.72 0.309
H 6.25 -2.74 3.52 0.392
C 3.08 -3.94 5.35 -0.835
H -6.00 2.64 1.75 0.142
C 1.81 -4.34 -4.84 -0.949
H -3.16 4.82 -1.34 0.137
H 3.96 -1.59 -5.88 0.313
O -3.96 2.21 -1.92 -0.315
H 0.28 0.47 -0.30 -0.288
C -7.34 3.04 0.12 0.376
S 0.59 0.86 5.05 0.401
H 8.41 -3.52 2.32 0.374
H 8.29 -2.07 1.28 0.307
O -1.09 0.79 -4.00 -0.492
C 8.06 -3.13 1.36 -1.039
H 2.12 -4.05 5.87 0.408
C 3.69 -2.58 -5.52 -0.973
H 3.12 -7.43 4.28 0.327
H -6.51 5.32 -1.05 0.362
C 3.05 -6.59 4.96 -1.013
H -2.82 4.75 1.68 0.454
H 4.76 -2.29 2.66 0.053
H -3.22 2.70 -4.58 0.218
S 1.90 -2.62 -5.35 0.623
H 4.01 -3.33 -6.23 0.346
S 3.14 -5.09 3.97 0.521
H -1.08 1.65 1.34 0.374
O -8.48 3.26 -0.27 -0.595
H 6.24 -1.32 2.42 0.472
O 4.52 -5.02 3.41 -0.572
C -2.67 5.07 -0.41 -1.220
S 6.29 -3.39 1.23 0.597
H 8.54 -3.68 0.55 0.336
S 1.88 -1.24 0.04 0.453
C -3.32 1.73 -5.06 -0.749
C -7.06 2.53 1.51 -0.916
C 3.14 -1.65 -1.16 -0.641
H -7.31 1.47 1.58 0.282
H 1.84 -0.06 3.26 0.173
C -3.24 4.30 0.78 -0.508
S -1.68 1.08 -5.34 0.391
H 1.81 0.84 -1.14 0.363
O 1.34 -2.55 -6.72 -0.678
O 5.84 -2.67 0.00 -0.649
H -0.86 3.39 1.15 0.310
C -2.89 2.80 0.82 1.100
H -1.48 2.56 -1.49 -0.111
C -1.53 2.61 1.53 -1.942
H 2.66 -2.03 -2.06 0.156
C 5.85 -2.32 2.60 -0.865
H -2.83 -1.02 -5.31 0.280
C 1.99 0.79 3.92 -0.859
O -0.60 1.22 4.23 -0.547
H -1.62 2.77 2.59 0.421
H -3.65 2.27 1.40 0.208
H -7.22 4.27 -2.29 0.337
H 2.32 -4.47 -3.89 0.315
H -5.47 4.53 -2.19 0.298
N -6.19 3.29 -0.67 0.603
H 3.79 -2.41 -0.73 0.260
H -3.84 1.85 -6.01 0.496
H 2.26 -4.98 -5.60 0.355
H -4.31 4.47 0.83 0.244
H -1.31 -1.08 -6.24 0.203
H 1.21 3.17 5.17 0.281
C 1.08 0.06 -0.91 -0.328
C -2.20 -0.50 -6.03 -0.819
H -2.75 -0.32 -6.96 0.368
H -7.63 3.11 2.23 0.381
H 2.10 -6.61 5.49 0.386
H 2.90 0.65 4.50 0.442
H 3.16 -2.94 4.95 0.176
H -2.83 6.13 -0.24 0.440
Si -5.50 1.87 -1.43 0.382
H -5.54 0.73 -0.50 -0.168
H 4.15 -2.75 -4.54 0.324
H -1.60 4.94 -0.49 0.322
H 3.73 -0.76 -1.39 0.340
H -3.88 1.06 -4.40 0.115
C -6.38 4.40 -1.61 -1.089
H 0.66 -0.36 -1.83 0.348
C 1.10 2.37 5.89 -0.944
Si -2.68 1.98 -0.85 0.126
H 0.33 2.62 6.62 0.340
O 2.57 -0.58 1.19 -0.596
H 2.03 1.70 3.33 0.359
H -2.47 0.52 -0.73 -0.175
H -6.27 1.55 -2.65 -0.310
H 3.91 -4.15 6.03 0.316
H 2.05 2.19 6.41 0.352
H 3.88 -6.61 5.66 0.299
```

**E_LUMO**: 0.42 eV